[1]
ORCA calculation (wB97M-V/def2-TZVPD) on 13 unconnected molecules or ions with the total composition C25H59N9O30S4 in a non-equilibrium geometry.

Geometry as ORCA input:
```
! RIJCOSX wB97M-V def2-TZVPD def2/J DEFGRID3
* xyz 0 1
S -14.353 -33.658 9.416
S -16.427 -29.195 10.828
S -15.172 -39.430 11.053
S -18.790 -35.630 4.879
O -16.407 -28.634 9.447
O -25.014 -35.539 6.718
O -15.636 -33.048 9.089
O -16.706 -40.073 10.812
O -13.081 -33.094 8.849
O -14.377 -35.282 9.196
O -19.565 -31.152 7.168
O -15.888 -38.021 11.469
O -18.017 -34.950 13.835
O -17.328 -30.605 10.802
O -19.930 -39.001 8.088
O -21.341 -35.691 9.642
O -21.108 -31.316 15.939
O -15.161 -29.487 11.435
O -17.514 -28.321 11.704
O -16.145 -33.866 6.310
O -17.866 -35.272 10.245
O -18.064 -36.931 4.270
O -20.170 -30.436 5.233
O -19.444 -30.369 14.799
O -14.897 -32.734 5.037
O -20.241 -36.037 4.288
O -18.260 -34.447 4.285
O -18.996 -33.762 11.286
O -14.413 -39.267 9.795
O -14.530 -40.052 12.213
O -18.862 -35.702 6.325
O -14.205 -33.748 11.033
O -21.717 -29.842 10.104
O -22.728 -35.499 11.188
N -20.288 -31.268 14.983
N -16.276 -33.684 14.466
N -23.293 -34.297 5.835
N -20.076 -30.324 6.447
N -17.776 -38.438 7.817
N -15.658 -32.832 5.924
N -18.595 -34.281 10.259
N -21.689 -35.924 10.739
N -23.664 -30.977 9.733
C -19.019 -38.200 8.180
C -20.742 -36.801 11.531
C -18.648 -30.361 11.280
C -17.694 -39.484 11.666
C -25.145 -30.913 9.623
C -17.042 -38.237 12.271
C -16.731 -37.387 7.869
C -13.623 -35.905 10.209
C -16.267 -32.621 13.387
C -22.902 -33.328 4.800
C -20.806 -29.294 7.176
C -17.040 -34.765 14.556
C -17.323 -39.814 7.436
C -22.985 -32.312 9.478
C -22.930 -29.898 10.136
C -20.389 -32.334 13.910
C -15.162 -33.518 15.459
C -13.956 -35.085 11.488
C -24.582 -34.671 5.904
C -20.358 -37.400 4.062
C -18.943 -37.994 4.242
C -18.954 -33.663 8.930
C -18.794 -28.815 11.398
C -16.020 -31.496 6.552
C -22.142 -34.742 6.739
H -18.885 -38.526 5.191
H -12.560 -35.868 9.972
H -25.409 -30.689 8.590
H -19.588 -33.039 14.134
H -16.243 -31.704 13.976
H -23.807 -32.927 4.344
H -18.631 -30.892 12.232
H -16.524 -36.955 6.890
H -13.102 -35.071 12.166
H -21.807 -29.705 7.308
H -25.614 -31.868 9.861
H -13.820 -36.966 10.362
H -20.743 -28.424 6.524
H -20.190 -29.084 8.051
H -15.331 -32.596 16.015
H -25.497 -30.159 10.328
H -16.719 -35.437 15.367
H -18.596 -39.382 11.063
H -22.419 -32.487 5.299
H -18.717 -32.600 8.958
H -23.039 -32.996 10.325
H -14.841 -35.450 12.009
H -19.999 -33.842 8.676
H -17.881 -40.185 12.479
H -17.248 -32.636 12.912
H -16.926 -31.627 7.143
H -15.161 -31.131 7.115
H -19.261 -30.816 10.502
H -22.178 -33.707 4.078
H -25.221 -34.074 5.236
H -18.294 -34.083 8.171
H -19.868 -36.835 10.880
H -18.681 -38.792 3.546
H -21.472 -35.399 6.184
H -19.446 -28.706 12.264
H -21.925 -32.284 9.225
H -19.169 -37.173 8.546
H -17.646 -37.330 12.280
H -20.250 -31.853 12.942
H -21.237 -37.739 11.784
H -15.335 -32.594 12.823
H -14.193 -33.608 14.968
H -16.618 -38.462 13.250
H -19.214 -28.425 10.471
H -16.299 -30.799 5.761
H -20.962 -37.893 4.823
H -20.484 -36.364 12.495
H -23.396 -32.882 8.645
H -16.969 -36.493 8.445
H -18.106 -40.531 7.189
H -15.797 -37.664 8.359
H -21.392 -32.757 13.869
H -20.793 -37.591 3.081
H -16.816 -40.250 8.297
H -16.659 -39.846 6.572
H -22.523 -35.242 7.629
H -23.574 -29.034 10.364
H -15.243 -34.325 16.188
H -21.533 -33.872 6.985
*
```

Properties
DFT total energy, eV: -145038.8888
Highest occupied orbital energy, eV: -9.26
Lowest unoccupied orbital energy, eV: -0.18
Max |F|, eV/Å: 4.542
Orbital gap, eV: 9.08

[2]
ORCA calculation (wB97M-V/def2-TZVPD) on 8 unconnected molecules or ions with the total composition C25H60N7O9S in a non-equilibrium geometry.

Geometry as ORCA input:
```
! RIJCOSX wB97M-V def2-TZVPD def2/J DEFGRID3
* xyz 1 1
S 0.145 2.350 1.188
O 4.836 2.445 -1.827
O 5.046 1.892 -6.964
O -6.876 -4.079 -0.173
O 2.293 -1.478 3.962
O -7.335 -1.164 6.003
O 5.844 -3.037 -8.669
O 1.367 2.122 0.245
O -5.861 0.988 1.058
O -1.082 1.512 0.734
N -6.226 -3.004 1.683
N 6.888 -3.600 -6.765
N -9.568 -1.034 6.124
N -5.214 2.061 2.914
N 3.244 3.986 -2.118
N 4.492 -1.773 4.299
N 5.894 0.794 -5.207
C -5.670 2.050 1.632
C 8.022 -3.904 -5.912
C -5.926 3.380 0.969
C -6.940 -1.687 -0.261
C 6.075 -0.315 -4.292
C 4.442 3.434 -2.435
C -5.938 -1.856 2.528
C -10.890 -0.518 5.816
C 2.301 0.104 1.452
C 6.890 -3.267 -8.088
C -1.112 0.064 1.038
C 5.086 0.868 -6.302
C 5.235 4.077 -3.542
C -2.491 -0.375 1.404
C 4.262 -0.350 -6.640
C -8.375 0.523 4.657
C -6.686 -3.020 0.401
C 3.221 -1.654 4.747
C -4.933 3.209 3.761
C 1.886 0.736 0.131
C 5.704 -1.985 5.075
C 2.997 -1.750 6.235
C 8.228 -3.198 -8.784
C 2.587 5.140 -2.708
C -8.369 -0.622 5.644
H 6.181 -2.914 4.762
H 2.417 5.899 -1.942
H -11.505 -1.312 5.392
H 3.584 -0.591 -5.819
H 5.804 -0.003 -3.281
H 3.675 -0.142 -7.528
H 3.189 5.570 -3.500
H 2.736 0.779 -0.531
H 8.728 -4.167 -8.752
H -5.553 3.164 4.657
H -0.391 -0.232 1.792
H -4.884 -1.898 2.822
H -7.301 -1.863 -1.270
H 4.672 4.049 -4.476
H 8.865 -2.445 -8.318
H 1.138 0.168 -0.399
H -2.412 -1.438 1.610
H 3.323 -2.720 6.610
H 6.399 -1.163 4.901
H 1.937 -1.639 6.437
H 0.517 1.898 2.421
H -0.840 -0.456 0.130
H -8.804 1.416 5.115
H 5.965 -3.634 -6.363
H -9.495 -1.800 6.776
H -8.944 0.252 3.767
H 5.481 5.108 -3.289
H 6.415 1.640 -5.042
H 8.953 -3.835 -6.462
H 4.576 -1.706 3.297
H 5.486 -2.042 6.134
H -6.133 -0.915 2.024
H 2.785 3.496 -1.370
H 7.924 -4.914 -5.512
H -6.078 -3.925 2.064
H 4.910 -1.203 -6.847
H -6.023 -1.103 -0.311
H 2.212 0.762 2.300
H 1.754 -0.814 1.603
H -11.367 -0.161 6.729
H 3.341 -0.166 1.371
H -5.134 4.137 3.240
H -2.854 0.118 2.294
H 8.055 -3.202 -5.076
H 7.123 -0.623 -4.288
H 5.461 -1.161 -4.580
H -3.886 3.194 4.068
H 1.622 4.844 -3.120
H 6.159 3.526 -3.677
H 8.065 -2.924 -9.820
H -7.694 -1.124 0.288
H -5.068 1.139 3.297
H -6.284 3.202 -0.040
H -7.353 0.743 4.363
H -6.558 -1.921 3.425
H -5.009 3.968 0.917
H -6.685 3.942 1.515
H 3.538 -0.960 6.757
H -3.158 -0.266 0.561
H -10.836 0.299 5.106
*
```

Properties
DFT total energy, eV: -66585.6032
Highest occupied orbital energy, eV: -10.61
Lowest unoccupied orbital energy, eV: -3.12
Max |F|, eV/Å: 2.808
Orbital gap, eV: 7.49

[3]
ORCA calculation (wB97M-V/def2-TZVPD) on 4 unconnected molecules or ions with the total composition C25H61INO10PS3 in a non-equilibrium geometry.

Geometry as ORCA input:
```
! RIJCOSX wB97M-V def2-TZVPD def2/J DEFGRID3
* xyz 0 1
I -0.073 -1.184 4.039
S 2.938 -5.361 -8.552
S 2.201 4.450 6.851
S -3.247 3.696 5.071
P 0.327 -2.541 -0.702
O -3.612 4.486 3.929
O 2.594 -2.702 -2.259
O -3.862 2.426 5.334
O 2.250 3.453 5.818
O 2.392 5.901 6.182
O 3.908 -5.156 -9.590
O 2.291 -4.256 -7.902
O -1.648 3.513 5.090
O 3.575 -6.323 -7.430
O 3.038 4.363 8.015
N -1.399 -3.024 -0.508
C -4.759 1.039 -0.081
C -3.367 4.708 6.516
C 3.722 6.322 5.850
C -0.387 -2.766 2.596
C -3.365 0.007 -2.771
C -1.065 2.518 4.232
C 2.204 -2.164 -0.987
C -1.026 2.972 2.785
C 0.783 -3.869 0.595
C -4.172 -0.401 -0.295
C 1.000 -3.175 1.971
C -3.793 3.396 0.026
C -1.117 0.796 -1.890
C 4.668 -4.821 -5.839
C 0.187 0.332 -1.185
C -0.031 -0.797 -0.115
C 1.547 -1.731 -4.334
C -1.818 -0.287 -2.780
C 1.700 -6.484 -9.125
C 0.521 4.660 7.354
C 4.237 5.645 4.594
C -4.167 -0.891 -1.770
C 2.709 -1.713 -3.273
C -3.758 1.975 0.690
C 4.829 -5.942 -6.847
H -1.596 1.569 4.334
H -4.795 -1.122 0.277
H 3.670 7.399 5.686
H 2.800 -2.725 -0.232
H 3.636 -1.956 -3.838
H -5.033 1.522 -1.037
H 4.380 4.576 4.752
H 4.396 6.156 6.694
H 2.849 -0.682 -2.897
H -5.663 0.971 0.559
H 5.216 -6.829 -6.345
H 1.603 -2.249 1.925
H 4.360 -3.895 -6.326
H -5.200 -0.969 -2.174
H -1.096 -2.391 1.843
H 0.472 5.443 8.106
H 1.096 -5.958 -9.861
H -0.046 2.360 4.588
H -4.408 5.007 6.622
H -3.170 -0.432 0.174
H -4.048 2.084 1.756
H 5.195 6.073 4.294
H 5.545 -5.674 -7.627
H -0.106 -4.523 0.714
H -1.824 1.245 -1.169
H 3.524 5.759 3.776
H -1.493 -0.150 -3.834
H 0.723 -2.414 -4.078
H -3.430 4.199 0.695
H -0.555 3.953 2.702
H -4.842 3.613 -0.251
H -2.716 1.596 0.698
H 1.605 -4.530 0.269
H -1.609 -3.874 -1.020
H -3.760 -0.125 -3.794
H 1.082 -6.785 -8.282
H -0.075 4.916 6.480
H -1.074 -0.675 0.252
H 0.603 -0.626 0.784
H -0.823 1.619 -2.580
H 2.187 -7.343 -9.580
H 2.486 -1.098 -0.852
H 0.182 3.714 7.771
H -0.470 2.257 2.177
H 1.950 -2.083 -5.308
H -2.053 -2.283 -0.734
H -0.855 -3.643 3.078
H 0.936 0.045 -1.947
H -3.052 4.127 7.380
H 3.900 -5.070 -5.105
H 1.464 -3.876 2.688
H -2.031 3.059 2.370
H -1.567 -1.329 -2.515
H 1.201 -0.693 -4.528
H 0.629 1.195 -0.640
H -2.738 5.586 6.383
H 5.609 -4.633 -5.319
H -3.495 1.070 -2.474
H -3.745 -1.919 -1.850
H -3.157 3.364 -0.880
H 0.270 -2.992 -2.056
*
```

Properties
DFT total energy, eV: -98770.9541
Highest occupied orbital energy, eV: -8.16
Lowest unoccupied orbital energy, eV: 0.38
Max |F|, eV/Å: 1.575
Orbital gap, eV: 8.53

[4]
ORCA calculation (wB97M-V/def2-TZVPD) on 10 unconnected molecules or ions with the total composition C25H62Cl2O15.

Geometry as ORCA input:
```
! RIJCOSX wB97M-V def2-TZVPD def2/J DEFGRID3
* xyz 0 1
Cl 0.072 0.957 1.297
Cl 0.257 0.096 -1.476
O 2.070 6.075 4.133
O 2.679 3.529 2.775
O 1.948 3.688 0.065
O 4.205 0.620 -3.935
O 1.789 -6.176 -1.215
O -2.474 -3.576 -0.303
O -2.428 4.147 -5.103
O -3.516 0.548 -0.894
O 5.259 -1.322 2.807
O 1.957 2.088 -4.975
O 4.717 4.246 -0.077
O -3.163 3.499 -0.138
O 0.335 -3.618 -0.447
O -2.318 2.161 -2.888
O -3.616 -1.338 3.511
C -2.183 -3.101 3.994
C 4.368 -2.082 2.011
C 2.855 0.229 -3.789
C -1.244 2.488 -3.778
C -3.466 -2.544 -0.398
C 0.948 -5.365 -2.017
C -4.329 1.362 -0.061
C 4.235 2.941 -0.401
C 2.088 0.669 -4.998
C -4.829 -3.254 -0.386
C -3.130 -4.833 -0.082
C 4.551 -0.182 3.275
C -1.423 -2.139 3.099
C -2.288 -0.873 3.203
C 1.056 -3.907 -1.636
C 1.367 3.931 3.195
C -1.312 3.913 -4.237
C 1.204 5.437 3.203
C -3.606 -2.757 3.581
C -3.536 2.402 0.683
C 3.530 -1.049 1.277
C 2.772 2.943 -0.804
C 3.313 0.008 2.378
C -4.452 -4.673 -0.820
C -0.395 -0.265 0.122
H 0.808 -3.202 -2.440
H 3.257 0.986 1.906
H 0.155 5.654 3.437
H -0.425 4.180 -4.811
H 5.223 0.677 3.229
H -0.338 2.342 -3.190
H 4.252 -0.314 4.321
H -0.035 -1.243 0.426
H -3.091 1.101 -1.566
H -2.297 -0.336 2.256
H -1.462 -2.508 2.068
H -2.340 3.301 -0.595
H 2.373 3.797 0.927
H -5.204 -5.423 -0.586
H 4.925 -2.761 1.367
H -0.371 -1.992 3.340
H -1.970 -0.227 4.023
H -3.221 4.240 -4.569
H 2.623 0.347 -5.898
H -0.090 -5.714 -1.948
H 2.374 -0.214 2.881
H 5.060 4.646 -0.880
H -3.293 -4.998 0.989
H 4.718 0.281 -3.196
H 4.839 2.506 -1.202
H 2.704 -0.852 -3.683
H 4.091 -0.653 0.428
H -3.299 -1.964 -1.304
H -5.208 -3.287 0.638
H 2.426 0.733 -2.916
H 1.227 -5.497 -3.067
H 1.442 5.822 2.214
H 3.732 -2.712 2.653
H -0.614 -3.776 -0.560
H -4.779 0.698 0.683
H 2.418 1.904 -0.872
H 2.604 -1.483 0.891
H -5.575 -2.781 -1.020
H -1.362 4.614 -3.397
H 1.304 -6.405 -0.418
H 1.897 5.712 5.007
H 4.363 2.343 0.504
H -5.139 1.832 -0.629
H -2.496 -5.616 -0.496
H 2.648 3.381 -1.802
H 3.238 3.440 3.550
H -1.479 -0.271 0.038
H -1.233 1.823 -4.645
H -2.080 -2.837 5.051
H -4.161 2.823 1.475
H 1.532 2.364 -5.792
H 0.633 3.475 2.526
H 1.095 0.203 -4.973
H -4.373 -3.096 4.277
H -2.666 1.914 1.134
H 1.177 3.509 4.190
H -1.900 -4.149 3.894
H -3.141 2.197 -3.387
H -3.844 -3.193 2.601
H 2.105 -3.705 -1.403
H -3.389 -1.867 0.458
H -4.231 -4.688 -1.890
*
```

Properties
DFT total energy, eV: -82684.0753
Highest occupied orbital energy, eV: -9.53
Lowest unoccupied orbital energy, eV: 0.39
Max |F|, eV/Å: 0.991
Orbital gap, eV: 9.92